7 unconnected molecules or ions with the total composition C37H82Br2ClN2O23PS6, computed with the ωB97M-V functional and the def2-TZVPD basis.

Computed properties:
Highest occupied orbital energy: -7.98 eV
Molecular weight: 1341.7 u
LUMO: 0.362 eV
E_tot: -316675.05375 eV
Structure (SMILES): C[C@H](Br)[C@@H](Br)CO[C@@H](COO)[C@@H](O[C@H](CCCN)CCCCn1cccc1)P(O)Cl.CCOS(C)(=O)=O.CCOS(C)(=O)=O.CCOS(C)(=O)=O.CCOS(C)(=O)=O.CCOS(C)(=O)=O.CCOS(C)(=O)=O
Frontier orbital gap: 8.3 eV

The geometry in ORCA input format:
```
! RIJCOSX wB97M-V def2-TZVPD def2/J DEFGRID3
* xyz 0 1
C -0.372 5.007 -0.370
C -1.380 4.471 -1.373
Br -1.378 5.621 -2.942
C -2.775 4.289 -0.814
Br -3.410 5.844 0.161
C -3.855 3.900 -1.818
O -3.257 3.162 -2.863
C -4.171 2.835 -3.899
C -4.417 4.084 -4.752
O -5.740 4.044 -5.290
O -6.374 5.316 -5.084
C -3.566 1.679 -4.703
O -3.528 0.433 -4.046
C -2.468 0.173 -3.114
C -1.110 0.390 -3.790
C 0.059 -0.388 -3.193
C 1.430 0.157 -3.621
N 2.155 -0.578 -4.654
C -2.647 -1.263 -2.621
C -4.050 -1.751 -2.218
C -4.410 -1.608 -0.727
C -5.057 -0.262 -0.433
N -5.028 0.155 0.966
C -5.803 1.160 1.476
C -5.497 1.333 2.817
C -4.503 0.378 3.128
C -4.233 -0.338 1.969
P -4.670 1.337 -6.183
O -4.037 2.412 -7.251
Cl -3.682 -0.335 -6.842
H 0.636 4.830 -0.744
H -0.481 6.084 -0.245
H -0.506 4.519 0.598
H -1.053 3.481 -1.696
H -2.717 3.500 -0.056
H -4.593 3.284 -1.298
H -4.383 4.785 -2.185
H -5.133 2.521 -3.470
H -4.301 4.974 -4.132
H -3.694 4.165 -5.567
H -6.749 5.211 -4.197
H -2.580 2.005 -5.052
H -2.523 0.875 -2.279
H -1.225 0.187 -4.860
H -0.858 1.454 -3.705
H -0.007 -0.364 -2.107
H 0.001 -1.439 -3.496
H 1.322 1.186 -3.972
H 2.073 0.187 -2.739
H 1.743 -0.440 -5.566
H 2.149 -1.569 -4.454
H -2.279 -1.926 -3.409
H -1.977 -1.400 -1.766
H -4.083 -2.816 -2.454
H -4.823 -1.285 -2.832
H -5.111 -2.397 -0.445
H -3.500 -1.739 -0.137
H -6.100 -0.283 -0.755
H -4.555 0.503 -1.033
H -6.533 1.670 0.864
H -5.949 2.055 3.475
H -4.029 0.229 4.087
H -3.535 -1.144 1.822
H -4.760 2.956 -7.583
C 2.750 -2.229 2.073
C 1.509 -2.134 2.927
O 0.892 -0.814 2.911
S 0.101 -0.379 1.620
C -0.702 1.030 2.298
O -0.871 -1.387 1.303
O 1.011 0.045 0.599
H 2.517 -2.121 1.015
H 3.216 -3.204 2.216
H 3.467 -1.452 2.339
H 0.757 -2.870 2.639
H 1.741 -2.289 3.978
H -1.392 0.710 3.074
H -1.247 1.495 1.478
H 0.056 1.705 2.686
C 6.504 2.364 1.094
C 7.908 1.868 1.345
O 8.066 1.208 2.633
S 7.474 -0.252 2.775
C 8.260 -0.672 4.290
O 7.984 -1.065 1.712
O 6.058 -0.185 2.979
H 5.793 1.544 1.003
H 6.494 2.941 0.172
H 6.176 3.009 1.908
H 8.247 1.185 0.566
H 8.608 2.700 1.394
H 9.333 -0.705 4.132
H 7.880 -1.652 4.571
H 7.991 0.069 5.037
C 4.110 -8.335 3.226
C 5.228 -7.564 2.562
O 5.169 -7.592 1.111
S 4.068 -6.700 0.405
C 4.716 -6.789 -1.226
O 4.175 -5.361 0.905
O 2.798 -7.356 0.449
H 3.139 -7.881 3.043
H 4.273 -8.356 4.304
H 4.077 -9.359 2.855
H 5.251 -6.522 2.884
H 6.198 -8.003 2.786
H 5.685 -6.300 -1.247
H 4.007 -6.268 -1.865
H 4.790 -7.834 -1.512
C 7.962 8.928 1.154
C 6.918 8.253 0.292
O 7.480 7.584 -0.866
S 8.239 6.215 -0.626
C 8.325 5.702 -2.303
O 7.379 5.341 0.117
O 9.558 6.464 -0.132
H 8.624 8.204 1.625
H 7.460 9.499 1.936
H 8.571 9.607 0.558
H 6.327 7.530 0.856
H 6.236 8.981 -0.141
H 7.318 5.529 -2.672
H 8.904 4.782 -2.313
H 8.831 6.475 -2.876
C -8.796 2.145 -5.294
C -9.392 3.316 -4.552
O -10.258 2.932 -3.451
S -9.527 2.396 -2.150
C -10.894 2.506 -1.052
O -8.511 3.339 -1.778
O -9.158 1.024 -2.316
H -8.131 1.564 -4.658
H -8.209 2.532 -6.127
H -9.569 1.479 -5.676
H -8.618 3.968 -4.149
H -10.026 3.918 -5.198
H -11.173 3.549 -0.940
H -10.560 2.091 -0.104
H -11.710 1.916 -1.459
C 1.706 -10.860 8.078
C 0.581 -10.083 7.432
O 0.687 -8.650 7.635
S 1.779 -7.871 6.791
C 1.200 -6.245 7.114
O 1.608 -8.195 5.406
O 3.070 -8.045 7.383
H 2.664 -10.647 7.608
H 1.501 -11.927 7.981
H 1.785 -10.612 9.136
H 0.513 -10.276 6.361
H -0.378 -10.333 7.880
H 0.215 -6.127 6.672
H 1.915 -5.569 6.649
H 1.176 -6.092 8.189
*
```


A molecular structure, C37H84AlO, computed with the ωB97M-V functional and the def2-TZVPD basis.

Computed properties:
Highest occupied orbital energy: -4.70 eV
Molecular weight: 572.1 u
LUMO: 2.006 eV
E_tot: -48375.97720 eV
Frontier orbital gap: 6.7 eV

The geometry in ORCA input format:
```
! RIJCOSX wB97M-V def2-TZVPD def2/J DEFGRID3
* xyz -1 1
C 0.483 -1.137 -0.752
C 0.245 -2.202 -0.239
C 0.059 -3.588 0.203
Al 1.860 -4.448 0.782
C 3.320 -3.162 0.114
C 4.672 -3.899 -0.159
C 4.675 -4.279 -1.643
O 5.823 -5.036 -2.017
C 5.714 -5.360 -3.408
H 0.465 -0.278 -1.383
H -0.662 -3.615 1.031
H -0.314 -4.201 -0.630
H 1.975 -4.649 2.372
H 2.049 -5.902 0.088
H 2.943 -2.810 -0.867
H 3.423 -2.269 0.744
H 5.511 -3.221 0.076
H 4.811 -4.788 0.476
H 3.718 -4.797 -1.833
H 4.634 -3.326 -2.205
H 6.602 -5.007 -3.950
H 4.796 -4.939 -3.835
H 5.625 -6.456 -3.473
C 4.752 3.504 -1.526
C 3.785 2.738 -2.424
C 3.389 1.372 -1.865
C 4.536 0.376 -1.691
C 5.326 0.066 -2.962
C 4.482 -0.581 -4.055
H 5.704 2.981 -1.421
H 4.962 4.489 -1.947
H 4.327 3.648 -0.530
H 4.217 2.632 -3.423
H 2.876 3.338 -2.545
H 2.624 0.936 -2.515
H 2.908 1.513 -0.891
H 4.123 -0.557 -1.294
H 5.228 0.745 -0.928
H 6.141 -0.615 -2.702
H 5.799 0.975 -3.351
H 4.027 -1.507 -3.698
H 5.103 -0.824 -4.920
H 3.686 0.084 -4.398
C 0.291 6.482 1.259
C -0.863 5.498 1.422
C -0.418 4.108 1.872
C 0.510 3.376 0.902
C -0.050 3.178 -0.505
C -1.312 2.322 -0.540
H 0.983 6.166 0.477
H -0.088 7.469 0.984
H 0.849 6.586 2.192
H -1.426 5.435 0.486
H -1.556 5.897 2.169
H -1.307 3.497 2.058
H 0.091 4.194 2.838
H 0.751 2.397 1.328
H 1.461 3.913 0.831
H 0.717 2.690 -1.114
H -0.247 4.145 -0.979
H -1.125 1.339 -0.103
H -1.637 2.174 -1.572
H -2.136 2.791 0.002
C 1.949 -11.254 2.445
C 2.126 -11.012 0.950
C 3.576 -11.127 0.482
C 4.540 -10.114 1.101
C 4.165 -8.647 0.886
C 4.144 -8.234 -0.580
H 2.474 -10.504 3.039
H 0.893 -11.207 2.715
H 2.325 -12.241 2.727
H 1.717 -10.034 0.686
H 1.529 -11.751 0.405
H 3.602 -11.036 -0.608
H 3.942 -12.135 0.707
H 5.538 -10.290 0.686
H 4.626 -10.302 2.176
H 4.896 -8.026 1.411
H 3.196 -8.429 1.341
H 5.116 -8.410 -1.050
H 3.918 -7.171 -0.663
H 3.383 -8.779 -1.143
C -4.229 7.436 1.159
C -5.282 7.531 2.258
C -5.971 8.893 2.324
C -5.051 10.073 2.640
C -4.272 9.957 3.950
C -5.167 9.893 5.184
H -3.407 8.134 1.327
H -3.807 6.431 1.127
H -4.667 7.648 0.180
H -4.829 7.285 3.222
H -6.045 6.769 2.075
H -6.773 8.847 3.068
H -6.465 9.088 1.366
H -5.656 10.985 2.668
H -4.340 10.211 1.820
H -3.618 10.829 4.039
H -3.614 9.084 3.927
H -5.810 10.774 5.244
H -4.560 9.859 6.090
H -5.799 9.004 5.178
C -8.077 1.494 -1.507
C -7.687 0.037 -1.279
C -6.747 -0.162 -0.091
C -5.390 0.532 -0.211
C -4.566 0.142 -1.437
C -4.187 -1.335 -1.468
H -7.210 2.109 -1.755
H -8.784 1.573 -2.335
H -8.553 1.914 -0.618
H -7.241 -0.370 -2.190
H -8.597 -0.542 -1.098
H -6.595 -1.234 0.062
H -7.241 0.202 0.817
H -4.808 0.312 0.690
H -5.534 1.618 -0.215
H -3.648 0.735 -1.437
H -5.099 0.405 -2.356
H -3.623 -1.613 -0.576
H -3.561 -1.547 -2.337
H -5.068 -1.977 -1.533
*
```


15 unconnected molecules or ions with the total composition C37H87N8O28P7, computed with the ωB97M-V functional and the def2-TZVPD basis.

Computed properties:
Highest occupied orbital energy: -10.87 eV
Molecular weight: 1308.9 u
LUMO: 0.075 eV
E_tot: -174066.56337 eV
Frontier orbital gap: 10.9 eV

The geometry in ORCA input format:
```
! RIJCOSX wB97M-V def2-TZVPD def2/J DEFGRID3
* xyz 0 1
C 9.470 13.934 21.157
O 10.195 15.155 21.034
P 11.789 15.020 20.967
O 12.489 14.327 22.069
O 11.915 14.258 19.515
C 13.313 13.916 19.248
O 12.222 16.550 20.809
C 11.655 17.284 19.673
H 9.954 13.245 21.865
H 9.301 13.474 20.170
H 8.513 14.214 21.625
H 13.962 14.779 19.427
H 13.289 13.810 18.166
H 13.609 13.065 19.837
H 12.054 18.274 19.791
H 10.574 17.260 19.740
H 11.902 16.710 18.791
C 18.013 24.490 17.993
O 18.598 23.892 16.814
P 17.704 23.121 15.694
O 16.266 23.259 15.920
O 18.251 21.604 15.786
C 17.917 20.813 16.982
O 18.180 23.672 14.276
C 19.541 23.318 13.869
H 16.963 24.198 18.080
H 18.085 25.578 17.934
H 18.606 24.027 18.799
H 18.607 21.128 17.762
H 17.978 19.747 16.756
H 16.896 21.108 17.162
H 19.813 23.813 12.956
H 19.458 22.254 13.700
H 20.156 23.578 14.735
C 16.843 17.935 14.421
O 17.252 17.955 15.829
P 17.931 16.695 16.534
O 18.431 15.615 15.658
O 16.837 16.172 17.618
C 15.803 17.009 18.061
O 18.953 17.399 17.501
C 20.075 18.177 17.005
H 17.417 18.746 13.975
H 15.775 18.154 14.366
H 17.060 16.959 13.991
H 15.156 16.477 18.736
H 15.248 17.483 17.244
H 16.264 17.850 18.593
H 20.947 17.559 17.176
H 20.127 19.052 17.638
H 20.007 18.450 15.971
C 24.250 17.748 17.248
O 23.422 18.792 16.646
P 24.186 20.103 16.100
O 25.228 20.742 16.882
O 24.631 19.530 14.642
C 25.569 20.358 13.871
O 22.970 21.113 15.798
C 21.967 20.749 14.791
H 24.218 16.889 16.573
H 24.026 17.527 18.286
H 25.292 18.132 17.208
H 25.300 21.382 14.102
H 25.315 20.099 12.842
H 26.561 20.068 14.186
H 21.137 21.400 14.992
H 21.723 19.699 14.909
H 22.317 20.884 13.750
C 23.159 9.457 16.196
O 22.542 10.328 17.152
P 20.941 10.608 17.062
O 20.141 9.403 16.792
O 20.593 11.366 18.428
C 20.435 10.403 19.526
O 20.870 11.715 15.944
C 19.734 11.760 15.029
H 24.117 9.149 16.597
H 23.357 10.026 15.278
H 22.500 8.619 15.950
H 21.417 9.984 19.748
H 19.744 9.648 19.172
H 20.073 10.952 20.394
H 20.085 11.339 14.074
H 19.465 12.806 14.909
H 18.927 11.106 15.376
C 20.228 20.022 22.839
O 18.876 19.743 22.344
P 18.745 19.560 20.779
O 19.338 20.571 19.952
O 17.179 19.337 20.625
C 16.226 20.370 21.014
O 19.297 18.062 20.475
C 18.902 16.937 21.293
H 20.478 21.030 22.517
H 20.918 19.368 22.339
H 20.249 19.943 23.924
H 16.348 21.283 20.464
H 16.287 20.473 22.083
H 15.244 19.966 20.797
H 19.330 16.101 20.780
H 17.812 16.911 21.379
H 19.370 17.128 22.249
C 18.100 14.098 12.233
O 19.004 13.174 11.623
P 19.848 13.553 10.333
O 19.260 14.491 9.426
O 21.257 14.019 10.950
C 22.280 14.376 10.014
O 20.220 12.081 9.817
C 19.758 11.528 8.556
H 18.680 14.827 12.731
H 17.449 13.437 12.782
H 17.482 14.641 11.486
H 21.768 15.057 9.296
H 22.669 13.564 9.417
H 23.031 14.923 10.570
H 20.494 10.792 8.240
H 19.772 12.363 7.866
H 18.763 11.170 8.783
C 14.422 15.600 11.903
C 13.941 16.050 10.577
N 13.557 16.378 9.551
H 15.412 15.149 11.885
H 13.735 14.852 12.280
H 14.468 16.475 12.563
C 15.770 13.712 16.033
C 14.865 14.835 15.631
N 14.315 15.716 15.219
H 16.800 14.063 16.060
H 15.710 12.936 15.290
H 15.468 13.255 16.959
C 22.446 21.471 19.058
C 22.653 21.522 20.449
N 22.897 21.563 21.563
H 22.656 22.467 18.667
H 21.453 21.151 18.742
H 23.196 20.796 18.630
C 20.566 17.753 10.905
C 20.175 18.579 12.054
N 19.802 19.259 12.917
H 21.095 18.326 10.123
H 19.710 17.280 10.426
H 21.272 17.047 11.311
C 14.086 20.761 15.600
C 14.044 20.308 16.901
N 13.987 19.831 17.975
H 13.095 21.176 15.407
H 14.293 20.008 14.862
H 14.815 21.563 15.561
C 21.702 15.229 14.323
C 22.571 15.968 13.390
N 23.165 16.560 12.597
H 22.392 14.843 15.062
H 21.105 14.456 13.839
H 21.063 15.910 14.886
C 16.265 21.559 12.314
C 14.877 21.870 12.327
N 13.784 22.161 12.393
H 16.331 20.483 12.111
H 16.683 21.721 13.316
H 16.851 22.213 11.650
C 19.184 14.030 18.328
C 20.473 14.505 17.925
N 21.491 14.905 17.626
H 18.525 13.584 17.569
H 18.648 14.888 18.744
H 19.464 13.324 19.126
*
```